[1]
{
  "formula": "C6H12O",
  "method": "ωB97M-V/def2-TZVPD",
  "gap_ev": [7.8, 7.4],
  "relative_energy_kcal_mol": 103.42,
  "homo_ha": [-0.251, -0.235],
  "elements": ["C", "C", "C", "O", "C", "C", "C", "H", "H", "H", "H", "H", "H", "H", "H", "H", "H", "H", "H"],
  "xyz": [[0.469, -1.610, 1.575], [-0.151, -0.272, 1.301], [1.286, 1.763, -0.048], [0.770, 0.932, -1.051], [-0.330, 0.176, -0.797], [-0.790, -0.406, -2.129], [-1.233, 0.119, 0.367], [0.910, -1.645, 2.584], [1.315, -1.804, 0.901], [-0.235, -2.446, 1.487], [0.222, 0.534, 1.940], [1.894, 2.509, -0.564], [1.888, 1.192, 0.673], [0.489, 2.233, 0.533], [-0.672, 0.429, -2.837], [-1.859, -0.665, -2.125], [-0.225, -1.249, -2.546], [-1.851, -0.745, 0.107], [-1.899, 0.955, 0.631]]
}

***

[2]
{
  "formula": "C6H12O",
  "method": "ωB97M-V/def2-TZVPD",
  "smiles": "C[C@H]1OCC1(C)C",
  "gap_ev": 9.1,
  "relative_energy_kcal_mol": 121.97,
  "homo_ha": -0.297,
  "elements": ["C", "C", "O", "C", "C", "C", "C", "H", "H", "H", "H", "H", "H", "H", "H", "H", "H", "H", "H"],
  "xyz": [[-1.829, 0.569, 0.880], [-0.632, -0.331, 1.103], [-0.942, -1.726, 0.810], [-0.037, -1.739, -0.295], [0.529, -0.432, 0.116], [1.903, 0.471, 0.019], [0.295, 0.759, -1.328], [-2.614, 0.319, 1.604], [-1.548, 1.619, 1.021], [-2.253, 0.449, -0.121], [-0.293, -0.228, 2.144], [-0.576, -1.769, -1.252], [0.634, -2.594, -0.252], [2.076, 0.452, 1.088], [2.173, 1.522, -0.240], [2.705, -0.103, -0.438], [0.175, 1.830, -1.120], [-0.673, 0.340, -1.549], [0.930, 0.617, -2.214]]
}

***

[3]
{
  "formula": "C6H12O",
  "method": "ωB97M-V/def2-TZVPD",
  "gap_ev": 9.7,
  "relative_energy_kcal_mol": 69.22,
  "homo_ha": -0.316,
  "elements": ["C", "C", "C", "C", "C", "O", "C", "H", "H", "H", "H", "H", "H", "H", "H", "H", "H", "H", "H"],
  "xyz": [[2.937, 0.148, 0.419], [1.472, -0.277, 0.359], [0.540, 0.890, 0.013], [-0.880, 0.477, -0.163], [-1.573, -0.660, -0.880], [-2.852, -0.077, -0.483], [-2.104, 0.915, 0.136], [3.265, 0.564, -0.541], [3.095, 0.920, 1.183], [3.591, -0.697, 0.660], [1.166, -0.718, 1.317], [1.349, -1.066, -0.396], [0.907, 1.364, -0.910], [0.598, 1.659, 0.795], [-2.885, -1.567, 2.168], [-1.467, -1.665, -0.458], [-1.489, -0.686, -1.971], [-2.591, 1.734, 0.656], [-3.046, -1.351, 1.474]]
}

***

[4]
{
  "formula": "C6H12O",
  "method": "ωB97M-V/def2-TZVPD",
  "smiles": "C=C(C)/C=C/C.O",
  "gap_ev": 8.4,
  "relative_energy_kcal_mol": 74.97,
  "homo_ha": -0.280,
  "elements": ["C", "C", "C", "C", "C", "C", "H", "H", "H", "H", "H", "H", "H", "H", "H", "H", "O", "H", "H"],
  "xyz": [[1.449, 1.491, 0.190], [0.230, 1.267, 0.729], [-0.067, 1.618, 2.167], [-0.954, 0.821, -0.020], [-0.837, -0.284, -0.792], [-1.632, -1.547, -0.654], [2.080, 2.310, 0.583], [1.883, 0.951, -0.632], [0.783, 1.279, 2.792], [-0.029, 2.725, 2.258], [-1.007, 1.129, 2.452], [-2.001, 1.103, 0.249], [0.152, -0.281, -1.250], [-1.940, -2.051, -1.580], [-2.557, -1.356, -0.094], [-1.035, -2.280, -0.099], [1.926, -2.426, -1.741], [1.299, -2.815, -2.360], [2.257, -1.653, -2.198]]
}

***

[5]
{
  "formula": "C6H12O",
  "method": "ωB97M-V/def2-TZVPD",
  "smiles": "C=COC.C=CC",
  "gap_ev": 9.8,
  "relative_energy_kcal_mol": 50.84,
  "homo_ha": -0.323,
  "elements": ["C", "C", "O", "C", "H", "H", "H", "H", "H", "H", "C", "C", "C", "H", "H", "H", "H", "H", "H"],
  "xyz": [[-0.185, -0.690, -2.256], [-1.058, -0.497, -1.268], [-1.300, 0.641, -0.579], [-0.698, 1.811, -1.088], [-0.115, -1.673, -2.708], [0.498, 0.074, -2.612], [-1.697, -1.295, -0.899], [-1.063, 2.009, -2.105], [0.397, 1.730, -1.112], [-0.986, 2.627, -0.424], [1.269, -1.466, 0.831], [0.420, -0.998, 1.739], [0.407, 0.408, 2.261], [2.035, -0.833, 0.387], [1.221, -2.492, 0.475], [-0.344, -1.666, 2.141], [0.656, 0.433, 3.330], [1.130, 1.034, 1.727], [-0.586, 0.856, 2.142]]
}

***

[6]
{
  "formula": "C6H12O",
  "method": "ωB97M-V/def2-TZVPD",
  "gap_ev": 8.4,
  "relative_energy_kcal_mol": 117.39,
  "homo_ha": -0.289,
  "elements": ["C", "C", "C", "C", "C", "O", "C", "H", "H", "H", "H", "H", "H", "H", "H", "H", "H", "H", "H"],
  "xyz": [[-1.593, -2.260, -0.793], [-0.972, -0.871, -0.923], [-0.439, -0.316, 0.416], [-0.080, 1.108, 0.129], [1.291, 1.245, -0.546], [1.935, 2.204, 0.285], [1.376, 1.854, 1.509], [-0.870, -2.992, -0.415], [-2.449, -2.245, -0.109], [-1.951, -2.612, -1.767], [-1.717, -0.173, -1.322], [-0.152, -0.906, -1.654], [0.410, -0.950, 0.738], [-1.230, -0.393, 1.172], [0.165, 1.817, 1.243], [1.234, 1.606, -1.579], [1.884, 0.304, -0.546], [1.743, 0.907, 1.930], [1.417, 2.674, 2.233]]
}

***

[7]
{
  "formula": "C6H12O",
  "method": "ωB97M-V/def2-TZVPD",
  "smiles": "C=C(O)CCCC",
  "gap_ev": 9.8,
  "relative_energy_kcal_mol": 17.20,
  "homo_ha": -0.325,
  "elements": ["C", "C", "O", "C", "C", "C", "C", "H", "H", "H", "H", "H", "H", "H", "H", "H", "H", "H", "H"],
  "xyz": [[2.074, -0.494, 0.248], [1.285, 0.502, 0.658], [1.156, 0.881, 1.962], [0.378, 1.298, -0.234], [-1.108, 0.976, 0.013], [-1.417, -0.520, 0.112], [-0.974, -1.323, -1.123], [2.140, -0.747, -0.804], [2.653, -1.097, 0.944], [1.739, 0.328, 2.500], [0.549, 2.368, -0.063], [0.645, 1.090, -1.275], [-1.440, 1.476, 0.930], [-1.690, 1.405, -0.813], [-2.496, -0.634, 0.274], [-0.934, -0.927, 1.009], [-0.066, -1.897, -0.912], [-1.746, -2.021, -1.458], [-0.745, -0.663, -1.968]]
}

***

[8]
{
  "formula": "C6H12O",
  "method": "ωB97M-V/def2-TZVPD",
  "smiles": "C=C(C)/C=C/C.O",
  "gap_ev": 9.1,
  "relative_energy_kcal_mol": 42.16,
  "homo_ha": -0.313,
  "elements": ["C", "C", "C", "C", "C", "C", "H", "H", "H", "H", "H", "H", "H", "H", "H", "H", "O", "H", "H"],
  "xyz": [[-1.725, -0.436, -1.185], [-0.686, -0.665, -0.380], [-0.747, -0.371, 1.093], [0.648, -1.025, -0.884], [0.815, -1.573, -2.094], [2.192, -1.814, -2.662], [-2.703, -0.313, -0.752], [-1.561, -0.196, -2.228], [-0.702, -1.297, 1.684], [-1.598, 0.161, 1.491], [0.182, 0.109, 1.403], [1.538, -0.664, -0.377], [-0.037, -1.994, -2.618], [2.649, -0.841, -2.839], [2.888, -2.330, -2.002], [2.159, -2.336, -3.609], [-0.607, 4.670, 4.757], [0.219, 4.249, 5.039], [-0.947, 4.006, 4.134]]
}

***

[9]
{
  "formula": "C6H12O",
  "method": "ωB97M-V/def2-TZVPD",
  "smiles": "C/C=C\\C.C=CO",
  "gap_ev": 9.8,
  "relative_energy_kcal_mol": 38.58,
  "homo_ha": -0.325,
  "elements": ["C", "C", "C", "C", "H", "H", "H", "H", "H", "H", "H", "H", "C", "C", "O", "H", "H", "H", "H"],
  "xyz": [[1.013, -1.337, -0.790], [0.738, -1.217, 0.681], [1.002, -0.183, 1.487], [1.595, 1.146, 1.111], [0.080, -1.447, -1.355], [1.555, -0.477, -1.195], [1.615, -2.233, -0.981], [0.268, -2.092, 1.131], [0.758, -0.300, 2.544], [1.692, 1.274, 0.029], [2.589, 1.274, 1.556], [0.969, 1.963, 1.491], [-2.535, 0.470, -1.684], [-1.692, 0.679, -0.678], [-1.995, 0.360, 0.607], [-2.282, 0.787, -2.689], [-3.492, -0.010, -1.507], [-0.716, 1.146, -0.833], [-1.162, 0.197, 1.074]]
}

***

[10]
{
  "formula": "C6H12O",
  "method": "ωB97M-V/def2-TZVPD",
  "multiplicity": 2,
  "gap_ev": [10.5, 6.7],
  "relative_energy_kcal_mol": 49.05,
  "homo_ha": [-0.537, -0.542],
  "charge": 1,
  "elements": ["C", "C", "C", "C", "C", "C", "H", "H", "H", "H", "H", "H", "H", "H", "H", "H", "H", "H", "O"],
  "xyz": [[1.353, 0.128, 2.928], [1.140, 0.388, 1.456], [-0.038, 0.763, 0.986], [-0.430, 1.106, -0.383], [-1.236, 0.355, -1.178], [-1.691, 0.593, -2.544], [0.492, -0.418, 3.603], [1.303, 1.100, 3.371], [2.106, -0.656, 3.001], [2.139, 0.356, 0.877], [-0.953, 0.809, 1.574], [0.131, 1.803, -0.999], [-1.749, -0.539, -0.606], [-2.648, 0.048, -2.751], [-1.850, 1.723, -2.638], [-0.837, 0.294, -3.169], [1.364, -3.029, -0.876], [0.611, -1.946, -1.696], [0.662, -2.443, -0.911]]
}

***

[11]
{
  "formula": "C6H12O12",
  "method": "ωB97M-V/def2-TZVPD",
  "smiles": "OC1(O)C(O)(O)C(O)(O)C(O)(O)C(O)(O)C1(O)O",
  "gap_ev": 11.0,
  "relative_energy_kcal_mol": 0.00,
  "homo_ha": -0.389,
  "elements": ["O", "C", "O", "C", "O", "O", "C", "O", "O", "C", "O", "O", "C", "O", "O", "C", "O", "O", "H", "H", "H", "H", "H", "H", "H", "H", "H", "H", "H", "H"],
  "xyz": [[2.714, 1.770, -0.072], [1.433, 1.861, 0.518], [1.434, 3.182, 0.928], [1.309, 0.867, 1.739], [2.543, 1.020, 2.425], [0.393, 1.313, 2.720], [1.087, -0.612, 1.294], [2.187, -1.075, 0.529], [1.186, -1.470, 2.418], [-0.318, -0.700, 0.640], [-1.345, -0.383, 1.572], [-0.667, -2.021, 0.302], [-0.415, 0.228, -0.563], [-0.013, -0.416, -1.759], [-1.831, 0.342, -0.819], [0.266, 1.659, -0.498], [-0.715, 2.625, -0.330], [0.713, 1.979, -1.767], [2.630, 2.256, -0.915], [0.493, 3.444, 0.809], [3.218, 1.059, 1.687], [0.850, 2.084, 3.140], [2.039, -2.018, 0.347], [1.935, -1.142, 2.940], [-0.982, 0.312, 2.165], [-0.610, -2.549, 1.138], [-0.316, -1.322, -1.671], [-2.304, 0.115, 0.019], [-1.517, 2.252, -0.757], [0.478, 1.216, -2.305]]
}

***

[12]
{
  "formula": "C6H12O2",
  "method": "ωB97M-V/def2-TZVPD",
  "smiles": "CC(C)=O.CC(C)=O",
  "gap_ev": 10.3,
  "relative_energy_kcal_mol": 41.23,
  "homo_ha": -0.359,
  "elements": ["C", "C", "C", "O", "H", "H", "H", "H", "H", "H", "C", "C", "C", "O", "H", "H", "H", "H", "H", "H"],
  "xyz": [[1.674, -14.817, -2.371], [1.631, -16.152, -2.959], [0.904, -17.257, -2.174], [2.372, -16.492, -3.927], [2.153, -14.771, -1.393], [0.695, -14.337, -2.369], [2.247, -14.275, -3.122], [0.798, -17.222, -1.090], [1.515, -18.154, -2.273], [-0.023, -17.328, -2.744], [-0.046, -13.322, 6.667], [-0.826, -13.117, 5.475], [-0.589, -13.992, 4.290], [-1.758, -12.330, 5.538], [-0.455, -14.198, 7.171], [-0.262, -12.537, 7.392], [1.031, -13.488, 6.632], [0.478, -14.213, 4.321], [-0.850, -13.490, 3.358], [-1.054, -14.967, 4.439]]
}

***

[13]
{
  "formula": "C6H12O2",
  "method": "ωB97M-V/def2-TZVPD",
  "smiles": "CC1(C)OOC1(C)C",
  "gap_ev": 10.4,
  "relative_energy_kcal_mol": 89.67,
  "homo_ha": -0.351,
  "elements": ["C", "C", "C", "O", "O", "C", "C", "C", "H", "H", "H", "H", "H", "H", "H", "H", "H", "H", "H", "H"],
  "xyz": [[-1.054, 0.456, -1.644], [-0.838, 0.178, -0.157], [-1.557, -1.090, 0.289], [-1.239, 1.317, 0.612], [0.273, 1.766, 0.715], [0.645, 0.417, 0.397], [0.980, -0.343, 1.683], [1.811, 0.390, -0.578], [-2.124, 0.481, -1.878], [-0.592, -0.321, -2.260], [-0.636, 1.425, -1.932], [-1.557, -1.206, 1.375], [-2.605, -1.069, -0.029], [-1.087, -1.974, -0.154], [0.206, -0.202, 2.442], [1.920, 0.034, 2.100], [1.096, -1.413, 1.487], [2.705, 0.822, -0.115], [1.606, 0.971, -1.480], [2.047, -0.638, -0.874]]
}